Entry from the OMol25 dataset: a 8-piece molecular cluster, C41H93N2O12P2S7 overall in a non-equilibrium geometry (ωB97M-V with the def2-TZVPD basis set).

```
157
Properties=species:S:1:pos:R:3:forces:R:3:mulliken_charge:R:1
C -4.3656 4.7293 3.5543 0.2 -0.8 0.4 -1.08
C -4.8934 3.7000 2.5278 -0.4 1.4 -0.2 -0.06
O -3.8603 3.0752 1.7863 0.1 -0.6 -0.2 -0.30
C -3.2699 1.9828 2.4722 0.0 0.2 0.8 0.15
C -4.1394 0.6888 2.4374 0.5 0.5 0.5 -0.62
C -4.8770 0.4037 3.7833 -0.6 -0.7 -1.0 -1.43
O -4.2485 -0.5374 4.6437 0.3 0.9 0.0 -0.38
C -3.4352 -0.0315 5.6395 0.2 -0.6 0.3 0.50
C -2.7182 -0.9695 6.3601 -0.4 -1.1 -0.3 -0.09
C -1.8480 -0.6038 7.3435 0.7 -0.4 0.6 -0.48
C -1.6454 0.7242 7.6654 0.4 -0.1 0.5 -0.72
C -2.3791 1.6577 6.9903 0.1 0.8 0.0 -0.62
C -3.2595 1.2845 5.9943 -0.8 0.8 -0.9 -0.30
C -3.4503 -0.5626 1.8299 -1.9 1.1 -1.2 -0.35
C -3.5991 -0.5395 0.2698 0.0 -1.8 0.3 -0.55
C -3.8842 -1.9837 -0.2395 1.0 0.3 0.0 -1.53
C -2.6299 -2.8762 -0.2808 0.0 -0.4 -0.9 -0.13
C -1.5040 -2.3290 -1.1834 0.3 0.2 1.3 0.61
C -0.3982 -3.3544 -1.4487 -0.4 0.0 -0.8 -1.19
O 0.8456 -2.7217 -1.7337 -0.1 -0.4 0.4 -0.30
C 1.7226 -2.7396 -0.6330 0.6 0.3 0.0 -0.55
N -2.0217 -0.7627 2.1908 0.7 -0.9 -1.2 0.94
P -1.6457 -2.1247 3.3700 0.5 -0.3 3.0 1.02
C -0.0827 -2.9731 2.8318 -1.1 0.3 -1.2 -0.97
C -2.8993 -3.4573 3.3655 -0.4 -0.3 -1.0 -1.55
C -1.3133 0.4549 2.6920 0.8 1.4 0.8 1.21
C 0.2331 0.3590 2.5991 0.0 -0.7 0.3 -0.84
C 0.9272 0.1969 3.9805 0.5 0.7 -0.2 -0.72
C 1.6364 1.5314 4.3411 -0.5 -0.3 -0.6 -0.49
C 2.9241 1.7180 3.5409 0.3 0.2 0.0 -0.49
C 3.5570 3.1214 3.6848 -0.3 0.6 -0.1 0.14
N 2.9824 3.9239 4.7981 0.5 0.0 -0.2 -0.67
C -1.7927 1.7908 2.0721 -1.7 -2.1 -0.3 -0.55
P -1.4111 2.1080 0.2682 1.7 3.7 -0.8 -0.68
O -0.5285 0.8649 -0.3593 -1.0 -0.9 0.6 -0.28
O -2.7723 2.1755 -0.6432 -0.1 -1.0 0.4 -0.33
H -4.5416 5.7559 3.2373 0.0 -0.1 0.0 0.31
H -3.2884 4.5891 3.7016 -0.1 0.1 -0.1 0.27
H -4.8160 4.5694 4.5402 -0.1 0.2 -0.1 0.31
H -5.4707 4.2764 1.7984 0.1 -0.3 -0.1 0.51
H -5.6106 3.0016 2.9746 0.3 -0.2 0.0 0.16
H -3.2270 2.2934 3.5261 0.1 -0.2 -0.1 -0.28
H -4.9532 0.9067 1.7400 0.1 0.0 0.1 1.06
H -5.1834 1.3252 4.2779 0.3 -0.1 0.1 0.58
H -5.8179 -0.0727 3.4787 0.1 -0.1 0.3 0.41
H -2.8331 -2.0247 6.1384 -0.1 0.1 -0.1 0.48
H -1.2899 -1.3824 7.8543 -0.1 0.1 0.0 0.42
H -0.9309 1.0106 8.4278 -0.1 0.0 0.0 0.44
H -2.2656 2.7166 7.2002 0.0 -0.1 0.0 0.44
H -3.7944 2.0713 5.4734 0.0 0.0 0.2 0.31
H -4.0960 -1.3943 2.1204 0.7 -0.2 0.4 0.96
H -2.6803 -0.2407 -0.2392 -0.3 0.5 0.1 -0.09
H -4.4509 0.0618 -0.0387 0.3 0.3 0.1 0.57
H -4.2198 -1.8879 -1.2776 -0.2 -0.2 0.2 0.51
H -4.6454 -2.4800 0.3712 -0.2 0.2 -0.2 0.42
H -2.1994 -3.1157 0.7007 -0.2 0.1 0.0 -0.36
H -2.9420 -3.8389 -0.7112 0.0 0.0 0.2 0.57
H -1.0039 -1.5176 -0.6287 -0.1 0.1 -0.4 -0.65
H -1.9134 -1.9046 -2.1040 0.2 -0.1 0.0 0.58
H -0.2773 -4.0666 -0.6208 -0.1 0.2 0.0 0.41
H -0.6684 -3.9300 -2.3423 0.1 -0.1 0.1 0.47
H 1.8470 -3.7451 -0.2082 -0.3 0.1 0.0 0.34
H 1.4229 -2.0121 0.1392 -0.1 -0.2 0.0 0.00
H 2.7198 -2.4358 -0.9663 -0.2 0.1 -0.2 0.34
H -1.5393 -1.0151 1.3170 -0.2 0.2 0.0 -0.49
H 0.0308 -2.8137 1.7520 0.4 -0.2 0.1 0.04
H -0.2205 -4.0479 2.9719 0.1 0.1 0.2 0.58
H 0.7712 -2.5876 3.3822 -0.1 0.0 0.0 0.28
H -3.9210 -3.0846 3.4751 0.2 0.2 0.1 0.32
H -2.7042 -4.0460 4.2694 0.3 0.3 0.0 0.53
H -2.8827 -4.1578 2.5228 0.0 0.1 0.0 0.46
H -1.5365 0.5177 3.7666 -0.3 -0.2 -0.2 -0.32
H 0.5967 1.2889 2.1587 0.0 -0.1 -0.1 1.02
H 0.5434 -0.4313 1.9022 -0.2 0.1 0.0 -1.01
H 0.2030 -0.0528 4.7625 0.1 -0.2 -0.1 0.11
H 1.7079 -0.5704 3.9347 -0.3 -0.1 0.1 0.52
H 1.7833 1.6183 5.4169 0.1 0.1 -0.1 0.60
H 0.9491 2.3299 4.0191 0.0 0.1 0.5 -0.16
H 2.7225 1.5585 2.4719 0.0 -0.1 0.1 0.14
H 3.6673 0.9573 3.8111 -0.2 0.1 0.1 0.30
H 4.6357 3.0299 3.8439 -0.4 -0.1 0.0 -0.27
H 3.4341 3.6973 2.7541 0.0 -0.3 0.0 0.29
H 3.7126 4.5787 5.0640 -0.2 0.0 0.2 0.27
H 2.2336 4.5141 4.4487 0.0 -0.1 0.1 0.20
H -1.2464 2.5621 2.6188 0.2 0.0 -0.4 1.20
H 0.2695 1.2421 -0.7459 -0.1 0.0 0.0 0.35
H -3.0263 3.1093 -0.7384 0.2 -0.1 0.1 0.26
C 8.9204 2.6304 5.1532 0.1 -0.1 0.0 -1.02
S 7.2716 3.2922 4.8808 0.2 0.1 0.0 0.52
O 6.5131 2.2720 4.0953 0.3 -0.1 0.0 -0.67
C 7.7664 4.5856 3.7399 0.0 -0.4 0.1 -0.93
H 8.8391 1.7735 5.8193 -0.1 0.0 0.0 0.35
H 9.3508 2.3153 4.2025 -0.1 0.0 0.0 0.30
H 9.5437 3.3942 5.6177 0.0 0.0 0.0 0.38
H 8.2731 4.1428 2.8816 0.0 -0.1 0.0 0.35
H 8.4250 5.2863 4.2484 -0.1 0.0 0.0 0.38
H 6.8774 5.1067 3.4076 0.0 0.0 0.1 0.33
C 1.4902 -2.9475 -7.0301 0.0 0.1 -0.1 -1.02
S 0.5497 -3.1462 -5.5114 0.2 0.0 0.1 0.64
O -0.8357 -2.6626 -5.7788 -0.1 0.2 0.0 -0.62
C 1.4047 -1.8515 -4.6006 -0.1 0.3 -0.1 -0.69
H 1.0986 -3.6403 -7.7716 0.0 0.0 0.0 0.22
H 1.3877 -1.9260 -7.3980 -0.1 0.0 0.1 0.42
H 2.5383 -3.1777 -6.8397 0.0 -0.1 0.0 0.36
H 1.3102 -0.9011 -5.1294 0.0 -0.1 -0.1 0.37
H 2.4564 -2.1180 -4.4923 0.0 -0.1 0.0 0.40
H 0.9505 -1.7684 -3.6162 0.0 -0.1 -0.1 -0.05
C -2.7287 0.5706 -6.0978 0.0 0.2 0.1 -0.78
S -2.9668 -0.1239 -7.7387 0.0 -0.3 0.0 0.61
O -1.9092 0.4422 -8.6132 0.0 0.1 0.0 -0.64
C -4.4905 0.7623 -8.1051 -0.1 0.2 0.0 -0.98
H -1.7978 0.1720 -5.6985 0.0 -0.1 -0.1 0.13
H -2.6680 1.6581 -6.1629 0.0 0.0 -0.1 0.38
H -3.5580 0.2742 -5.4545 0.0 0.0 0.0 0.33
H -4.3175 1.8373 -8.0433 0.1 0.0 0.0 0.29
H -5.2640 0.4614 -7.3979 0.0 0.0 0.0 0.34
H -4.7999 0.5000 -9.1148 0.1 0.0 0.0 0.33
C 9.1306 8.9593 1.9912 0.1 0.0 0.0 -0.96
S 7.4327 8.3723 1.9913 -0.1 0.1 0.0 0.41
O 7.4116 7.0872 2.7495 0.1 0.4 -0.2 -0.54
C 7.3741 7.9569 0.2439 0.0 -0.1 -0.1 -0.94
H 9.3933 9.2370 3.0101 -0.1 0.0 0.0 0.31
H 9.7947 8.1671 1.6448 -0.1 0.0 0.0 0.31
H 9.2118 9.8323 1.3439 0.0 0.0 0.0 0.39
H 8.1525 7.2298 0.0112 0.0 0.0 0.1 0.30
H 7.5113 8.8618 -0.3479 0.0 0.0 0.0 0.38
H 6.3973 7.5278 0.0300 0.0 0.0 0.1 0.31
C -4.4144 7.2074 -3.2821 0.1 0.0 -0.1 -1.01
S -4.8899 6.0276 -2.0134 -0.3 0.1 -0.1 0.52
O -3.7482 5.9096 -1.0697 0.2 -0.3 0.1 -0.59
C -4.8574 4.5806 -3.0827 0.1 -0.1 -0.1 -0.90
H -4.3346 8.1887 -2.8191 0.0 0.0 0.1 0.33
H -3.4513 6.9234 -3.7070 0.0 0.0 0.1 0.31
H -5.1789 7.2321 -4.0587 0.0 0.0 0.0 0.39
H -3.8650 4.4682 -3.5213 0.0 0.0 0.0 0.29
H -5.6070 4.6912 -3.8662 0.0 0.0 0.0 0.45
H -5.0919 3.7053 -2.4782 0.0 0.0 0.0 0.21
C 1.8300 -8.0430 -8.6533 0.0 -0.1 0.0 -0.96
S 1.5719 -6.4227 -7.9191 0.0 0.0 -0.1 0.47
O 2.1744 -6.4501 -6.5573 0.0 0.0 0.0 -0.56
C -0.2085 -6.5855 -7.7216 -0.1 0.0 0.1 -0.82
H 2.8969 -8.1705 -8.8266 0.0 0.1 0.0 0.36
H 1.4739 -8.8174 -7.9735 0.0 0.0 0.0 0.23
H 1.2980 -8.0992 -9.6028 0.0 0.0 0.0 0.39
H -0.4330 -7.4547 -7.1030 0.1 0.0 0.0 0.28
H -0.6734 -6.6886 -8.7021 0.0 0.0 0.0 0.41
H -0.5823 -5.6846 -7.2357 0.1 0.0 0.0 0.21
C 3.0310 -10.7261 -3.3148 0.1 0.0 0.0 -0.91
S 1.3090 -10.2336 -3.4819 0.0 0.1 0.0 0.49
O 0.6072 -11.3223 -4.2094 0.0 0.0 -0.1 -0.62
C 1.6073 -8.9110 -4.6604 0.1 0.0 0.0 -0.74
H 3.0755 -11.5802 -2.6419 -0.1 0.0 0.0 0.33
H 3.4295 -11.0075 -4.2898 -0.1 0.0 0.0 0.30
H 3.6058 -9.9006 -2.8943 0.0 0.0 0.0 0.33
H 2.1002 -9.3095 -5.5465 0.0 0.0 0.0 0.23
H 2.2265 -8.1413 -4.2016 0.0 0.0 0.0 0.36
H 0.6483 -8.4807 -4.9395 0.0 0.0 0.1 0.22
```
Positions in Å, forces in eV/Å.

## Properties
highest occupied orbital energy: -9.88 eV
F_max: 4.11 eV Å⁻¹
HOMO-LUMO gap: 8.4 eV
net charge: +1
multiplicity: 1